Below is a molecular structure, C51H53Cl3FIN4O3PPbS in a non-equilibrium geometry, with properties calculated with ωB97M-V/def2-TZVPD.

HOMO level ... -4.57 eV
Frontier orbital gap ... 6.45 eV
Net charge ... -1
Energy above the lowest of the compared OMol25 structures with the same formula, charge and spin ... 0.0 kJ/mol

Geometry as XYZ:
```
119
Properties=species:S:1:pos:R:3:forces:R:3
Pb -0.1923 2.6224 -0.0594 0.72 1.02 0.86
C 0.9381 5.2747 3.4051 0.14 0.13 -0.88
C 0.7639 4.2086 4.4421 -0.63 -2.00 0.26
C 2.1002 4.0041 5.1244 0.53 0.98 1.02
P 0.1066 2.5632 3.7479 0.58 0.06 -0.79
C -0.9797 1.6801 4.9693 0.41 0.77 0.62
C -1.3028 0.2614 4.3838 -0.44 0.90 -0.31
C -0.5224 1.8240 6.4876 -1.57 -0.56 -0.07
C 1.4486 1.4683 3.3936 1.84 -0.27 0.24
C 1.9582 0.7599 4.5652 0.47 -0.26 -1.94
C 3.0245 -0.1252 4.4646 -0.38 0.39 -1.14
C 3.5331 -0.8900 5.6219 0.65 -0.68 0.33
C 3.6431 -0.3343 3.1787 -0.05 0.22 1.39
C 3.2887 0.3955 2.1063 -1.53 2.00 0.79
C 2.2194 1.4238 2.1499 -0.21 -1.06 -0.39
N 1.9429 2.1596 1.0326 0.15 -0.64 0.01
C 2.7652 2.1159 -0.1611 0.37 0.27 -0.67
C 3.7221 3.1771 -0.3652 -0.28 -1.22 -0.69
C 3.9413 4.3003 0.6357 1.10 0.65 -0.96
C 4.4751 3.1659 -1.5794 -0.50 0.56 1.49
C 4.1935 2.3297 -2.6429 1.66 0.44 -1.05
C 5.0620 2.4676 -3.9310 -0.32 1.00 1.91
C 3.2279 1.3755 -2.4821 -0.53 -0.58 0.79
C 2.5465 1.2024 -1.2779 0.41 1.30 1.34
C 1.6035 0.0504 -1.2778 -0.94 -1.68 0.58
H 1.3457 6.2098 3.8723 -0.49 -0.71 -0.57
H 0.0094 5.3907 2.8787 -0.52 0.84 -0.14
H 1.5734 4.9308 2.5649 0.15 0.15 0.63
H -0.0657 4.4225 5.1558 0.72 0.36 -0.09
H 2.9594 4.1178 4.4144 -0.84 -0.04 0.57
H 2.2418 3.0717 5.6555 -0.09 -0.23 0.03
H 2.1113 4.8099 5.8967 0.66 -0.39 -0.46
H -1.8939 2.3174 4.8636 0.52 -0.61 0.13
H -0.5921 -0.5341 4.6713 -0.17 0.58 -0.40
H -1.4295 0.3993 3.2751 0.63 -0.44 0.92
H -2.3069 -0.0394 4.6872 0.03 -0.05 0.40
H -0.1250 0.8885 6.9249 0.10 0.46 -0.46
H -1.4505 2.0157 7.0819 0.69 -0.03 -0.33
H 0.1552 2.6663 6.6820 -0.09 -0.35 -0.19
H 1.4839 0.9008 5.5355 0.12 -0.08 -0.29
H 3.3185 -1.9617 5.4805 0.48 0.11 -0.04
H 2.9520 -0.6444 6.4978 0.16 0.34 0.57
H 4.6407 -0.7290 5.7833 -1.19 -0.28 0.04
H 4.4960 -1.0192 3.0808 -0.39 0.16 0.20
H 3.8958 0.4033 1.2532 0.54 -0.31 -1.36
H 3.1101 5.0341 0.6509 0.16 -0.73 0.05
H 4.8360 4.8640 0.2383 -0.78 -0.37 0.54
H 4.2080 3.9827 1.6474 -0.34 -0.14 -0.08
H 5.3323 3.8454 -1.6682 -0.51 0.03 0.00
H 5.9647 1.8822 -3.8888 0.11 -0.79 -0.10
H 5.4578 3.4899 -4.0176 -0.42 -0.06 0.08
H 4.4595 2.2801 -4.7793 -0.37 -0.47 -1.05
H 2.9611 0.6096 -3.1935 0.29 0.22 -0.69
H 2.0481 -0.8580 -1.7474 -0.06 0.72 0.02
H 0.6556 0.2365 -1.8175 0.38 0.18 0.11
H 1.3141 -0.3473 -0.2890 0.14 0.56 -0.05
F 0.6091 4.6513 0.0214 -0.37 -0.48 -0.13
I -7.8564 -0.6872 -1.3281 -0.80 -0.44 0.48
C -6.0545 0.2006 -1.7220 0.78 -0.40 0.28
C -4.9432 0.0169 -0.8828 -1.60 -0.50 -0.06
C -3.7311 0.5222 -1.2668 -0.10 0.40 0.04
C -3.6779 1.3561 -2.3829 1.24 0.25 -0.55
C -4.7776 1.5783 -3.1994 -0.47 -0.76 -0.12
C -5.9670 0.8773 -2.9003 0.80 2.33 -0.44
C -2.3524 1.9887 -2.8383 0.74 0.29 -1.47
O -2.4137 2.7231 -3.8321 -0.74 0.34 -0.08
O -1.2550 1.6738 -2.3016 -0.29 -0.77 1.23
H -5.1528 -0.5193 0.0356 0.55 -0.13 0.03
H -2.8505 0.3001 -0.6786 0.18 0.22 -0.13
H -4.6859 2.2221 -4.1021 0.04 -0.54 0.97
H -6.8412 1.1675 -3.4545 -0.32 -0.53 -0.35
N -0.7593 2.7476 2.4193 -2.34 0.63 -0.21
C -2.1385 3.2302 2.5434 1.86 -0.49 -0.89
C -2.4731 4.3800 3.2780 0.03 -0.03 0.61
C -3.7625 4.8524 3.2644 -0.98 -0.83 -0.75
C -4.7779 4.2035 2.5019 -0.05 0.94 0.86
C -4.4907 3.0104 1.8600 1.72 0.58 -0.81
C -3.1259 2.5909 1.7832 -1.28 0.56 0.87
H -1.7490 4.9199 3.9062 -0.22 -0.45 -0.50
H -4.0124 5.7021 3.8742 -0.10 0.37 -0.07
H -5.7498 4.7391 2.4273 0.59 -0.89 0.13
H -5.2053 2.4905 1.2369 -0.18 0.03 0.08
H -2.8751 1.7751 1.1227 0.10 -0.25 0.19
Cl -5.3931 -2.5783 -6.2505 -0.45 0.14 -0.49
C -3.9804 -3.3127 -5.6246 0.97 -0.94 0.57
C -3.8850 -4.7430 -5.5681 -0.83 1.36 -0.12
C -2.7974 -5.2625 -4.8990 0.40 -0.07 0.78
C -1.8354 -4.4203 -4.1992 -0.25 0.01 -1.43
C -0.7285 -5.1853 -3.4873 1.07 1.24 0.21
C -1.2878 -5.7174 -2.1363 0.50 1.04 0.02
N -0.6775 -5.0653 -0.9525 -1.58 0.83 -0.05
C 0.0861 -5.6688 -0.0069 1.95 0.49 1.32
C 0.2719 -4.6919 0.9928 0.31 -0.98 -0.53
N -0.4293 -3.5348 0.7318 -0.43 -1.81 -1.51
C -1.0372 -3.8133 -0.4272 1.06 -0.45 0.64
O -0.3500 -6.2068 -4.4217 -0.05 0.12 0.30
C 0.9639 -6.7381 -4.3364 0.39 0.47 0.25
C 2.0893 -5.7112 -4.5883 -1.93 -0.48 -3.43
C 2.4087 -5.1791 -5.8778 0.45 0.24 1.97
Cl 1.6860 -5.3581 -7.4168 -0.33 -0.33 0.21
S 3.7793 -4.0908 -5.7854 -0.63 -1.48 0.35
C 3.9868 -4.4930 -4.1333 0.03 0.99 0.33
C 2.9385 -5.2213 -3.6352 1.86 0.54 2.70
C -1.9200 -3.0196 -4.3718 -0.61 -0.34 -0.37
Cl -0.8546 -1.7621 -3.7374 -0.06 -1.13 0.04
C -2.9839 -2.4738 -5.1223 -0.26 -0.94 -0.34
H -4.7287 -5.3454 -6.0204 1.34 0.64 0.62
H -2.7058 -6.3798 -4.8663 0.16 1.31 0.16
H 0.1705 -4.5237 -3.2096 -1.23 -0.70 -0.71
H -1.1326 -6.7832 -2.1246 -0.02 -0.41 0.43
H -2.3417 -5.4639 -2.1148 -0.21 -0.40 0.12
H 0.6478 -6.6330 -0.1584 -1.03 1.21 0.14
H 0.9359 -4.7812 1.8519 -0.35 0.04 -0.22
H -1.7345 -3.1248 -0.8645 -0.12 -0.10 -0.56
H 1.0154 -7.5054 -5.1269 -0.09 0.23 0.41
H 1.0872 -7.2267 -3.3389 0.27 0.29 -0.62
H 4.8200 -4.0568 -3.5832 -0.45 -0.04 -0.10
H 2.8157 -5.3426 -2.5172 0.19 -0.27 -1.51
H -3.0041 -1.4165 -5.3810 -0.12 -0.17 0.49
```
Positions in Å, forces in eV/Å.

Atom charges from the Mulliken analysis, given in e for atoms 1 to 4: 1.503, -1.400, 0.497, -1.678